Below is a cluster of 9 separate species, C18H27N9 in total, with properties calculated with the ωB97M-V functional and the def2-TZVPD basis.

```
54
Properties=species:S:1:pos:R:3:forces:R:3:mulliken_charge:R:1
C 18.622958 -10.856545 -4.911278 -0.4 -0.4 0.3 -0.675
C 17.995004 -9.645045 -4.450750 -0.7 3.6 0.3 0.444
N 17.552555 -8.607300 -4.138640 1.0 -2.3 -0.5 -0.487
H 19.661954 -10.740405 -5.219662 -0.1 0.2 0.1 0.201
H 18.032417 -11.232831 -5.746612 0.1 -0.3 0.1 0.185
H 18.534652 -11.493845 -4.031422 0.3 -0.7 -0.4 0.341
C 23.960257 -9.169305 -6.721729 0.0 -0.4 0.3 -0.684
C 22.774127 -9.997594 -6.979718 -4.8 -3.5 -2.0 0.441
N 21.834907 -10.724607 -7.238021 5.1 4.1 1.6 -0.538
H 23.729606 -8.112066 -6.590776 -0.3 -0.2 0.3 0.090
H 24.716607 -9.199884 -7.506022 -0.3 -0.4 -0.3 0.380
H 24.384883 -9.623920 -5.826687 0.2 0.5 0.2 0.332
C 17.124824 -10.580047 -8.876289 -0.9 -0.1 -0.6 -0.588
C 15.877335 -10.260796 -8.156218 -1.8 1.3 2.6 0.353
N 14.911360 -9.946334 -7.555847 2.9 -1.1 -2.0 -0.436
H 16.770335 -10.441173 -9.897639 0.6 -0.5 -0.4 0.326
H 17.444125 -11.606964 -8.698506 -0.2 0.0 -0.1 0.293
H 17.999841 -9.936135 -8.787825 -0.4 0.3 0.5 0.103
C 22.237458 -4.302205 -11.851590 0.0 -0.6 0.7 -0.739
C 21.239327 -4.896477 -10.942699 0.9 1.3 -1.2 0.317
N 20.406028 -5.272307 -10.268394 -1.0 -0.7 1.0 -0.344
H 21.914881 -3.353928 -12.281496 -0.2 -0.3 0.0 0.335
H 22.449679 -5.069827 -12.595767 0.2 0.4 -0.2 0.242
H 23.132269 -4.114512 -11.258140 0.1 -0.1 -0.2 0.179
C 19.598038 -7.358194 -7.241013 1.1 1.2 1.1 -0.307
C 20.954391 -6.788537 -7.051375 0.8 -0.6 -1.0 0.142
N 22.033156 -6.392799 -6.927161 -0.9 -0.1 0.2 -0.335
H 19.616847 -8.422560 -7.006790 -0.1 0.1 -0.4 -0.073
H 19.180751 -7.065573 -8.204524 0.1 -0.2 0.1 0.363
H 19.138202 -6.818039 -6.413435 -1.1 -0.3 -0.1 0.177
C 24.559471 -4.575401 -7.965619 0.4 1.0 0.9 -0.914
C 24.586234 -5.582973 -9.019723 -0.5 -3.0 -1.9 0.507
N 24.601874 -6.462189 -9.812951 0.0 3.2 2.6 -0.483
H 24.344148 -3.559877 -8.297962 0.2 -0.1 -0.6 0.306
H 25.511793 -4.537475 -7.436707 0.4 0.0 -0.4 0.338
H 23.876056 -4.669137 -7.121671 -0.5 -1.0 -0.6 0.255
C 18.152602 -4.445753 -3.727229 -1.0 1.2 -0.5 -0.440
C 17.070714 -3.401245 -3.570511 1.5 -1.9 0.3 0.006
N 16.278738 -2.596544 -3.413279 -0.6 0.7 0.0 -0.325
H 18.914842 -3.908127 -4.291194 0.4 -0.4 0.1 0.274
H 17.787616 -5.276528 -4.331135 -0.1 0.1 0.1 0.211
H 18.533042 -4.833113 -2.782075 -0.2 0.3 0.0 0.274
C 21.008664 -6.662439 -3.363390 1.4 -1.3 0.2 -0.382
C 22.216593 -7.557451 -3.485536 1.8 -1.8 -0.2 0.090
N 23.120736 -8.310786 -3.578001 -2.8 2.5 0.3 -0.461
H 20.604310 -6.828482 -2.364879 0.0 0.2 0.0 0.436
H 20.274271 -7.030473 -4.079855 0.0 0.5 -0.1 -0.018
H 21.347943 -5.633713 -3.484728 -0.4 -0.1 -0.2 0.314
C 22.530709 -9.096347 -10.571273 0.5 0.2 0.5 -0.455
C 21.092247 -9.087485 -10.319392 -0.1 0.2 -0.2 0.406
N 19.960612 -9.078337 -10.110042 0.4 -0.1 0.0 -0.415
H 23.026930 -9.283685 -9.619030 -0.1 -0.6 0.0 -0.096
H 22.979161 -8.130295 -10.803078 -0.6 0.2 -0.4 0.177
H 22.836834 -9.820380 -11.326356 -0.2 0.0 0.2 0.356
```
Positions in Å, forces in eV/Å.

Properties
Kohn-Sham gap: 11.6 eV
SMILES: CC#N.CC#N.CC#N.CC#N.CC#N.CC#N.CC#N.CC#N.CC#N
HOMO: -11.2805 eV


Below is a structure of composition C18H28AlClO3P, with properties calculated with the ωB97M-V functional and the def2-TZVPD basis.

```
52
Properties=species:S:1:pos:R:3:forces:R:3:mulliken_charge:R:1
Al -0.013579 -0.882138 -0.051580 0.3 1.5 -0.5 -0.467
Cl 5.548285 -4.682060 -0.986126 0.6 -0.6 0.1 -0.196
C 4.193654 -3.669173 -1.126449 -0.7 1.0 -0.6 0.116
C 3.809930 -3.206925 -2.395235 -1.5 0.7 0.5 -0.602
C 2.664412 -2.380962 -2.509236 0.6 -0.7 1.8 -0.522
C 1.967387 -1.950225 -1.344517 1.7 -0.2 -1.9 0.291
O 0.897868 -1.147308 -1.526467 -0.5 -0.3 0.8 -0.429
C 2.505258 -2.336000 -0.093152 -1.6 1.1 0.5 0.096
C 0.837607 -2.392506 1.994848 -0.5 0.4 0.3 0.539
O -0.293283 -2.133825 1.057980 0.4 -1.4 1.1 -0.232
C 3.530330 -3.227713 0.012729 1.1 -1.2 -0.8 -0.681
H 4.338909 -3.501217 -3.289616 0.1 -0.1 0.1 0.442
H 2.300751 -2.026421 -3.446522 -0.1 0.1 -0.6 0.511
H 0.603283 -1.796629 2.948130 0.7 -0.7 -1.4 0.340
H 3.873336 -3.646667 0.932685 0.1 0.2 0.7 0.591
C 1.000749 -3.869897 2.329579 0.5 0.3 -0.6 -1.663
C 1.836708 -1.685104 1.063577 -0.3 -0.4 0.3 1.293
O 1.634668 -0.449454 0.989702 0.0 0.2 -0.3 -0.454
H 1.749979 -4.047302 3.112015 -0.4 0.4 0.1 0.364
H 1.347913 -4.512254 1.500493 -0.6 0.5 0.0 0.359
H 0.015915 -4.155280 2.664758 -0.1 -0.6 0.2 0.416
C -1.026517 0.915025 2.703939 0.1 0.7 0.2 -1.471
C -2.085703 1.341887 1.635583 2.1 -1.2 0.1 0.176
C -3.301160 0.455376 1.732346 0.0 -0.5 0.1 -1.608
P -1.171043 1.234749 0.019710 -1.4 0.6 -0.1 0.337
C 0.222913 2.462171 -0.016324 0.2 -0.9 1.3 0.673
C -0.039069 3.896870 0.469432 -1.7 -0.2 -0.1 -1.618
C 0.897125 2.272689 -1.356838 -0.8 0.7 -1.5 -1.228
C -2.494492 1.564207 -1.321672 1.4 -0.3 -0.1 0.769
C -2.694399 3.015116 -1.692257 -0.8 -0.2 -2.4 -1.678
C -2.314680 0.639695 -2.523548 1.6 -0.3 1.3 -1.540
H -1.442183 0.985982 3.723600 0.1 0.1 -0.4 0.543
H -0.047270 1.463719 2.691116 -1.0 -0.3 -0.1 0.291
H -0.813949 -0.128467 2.517455 0.1 -0.4 0.1 0.293
H -2.414371 2.333450 1.778178 -0.1 1.4 0.1 0.687
H -3.108369 -0.597305 1.439095 -0.2 0.5 0.1 0.255
H -4.111391 0.892127 1.160770 -0.3 -0.3 -0.2 0.451
H -3.603071 0.473094 2.783082 -0.1 -0.2 -0.1 0.470
H 0.921909 2.025998 0.701566 0.0 -0.1 0.2 0.292
H -0.735391 4.392996 -0.183187 -0.3 0.3 -0.5 0.340
H 0.800941 4.536388 0.533354 1.4 0.2 -0.3 0.497
H -0.492503 4.038916 1.459479 0.0 -0.8 0.0 0.348
H 0.166495 2.443712 -2.171844 0.3 0.3 0.2 0.258
H 1.264721 1.266656 -1.610089 0.3 0.4 0.7 0.195
H 1.646056 3.057222 -1.432864 0.4 -0.3 -0.3 0.471
H -3.389726 1.313678 -0.835290 -1.2 -0.7 0.9 0.359
H -1.830100 3.515999 -2.097616 0.6 0.4 0.6 0.329
H -3.204286 3.488833 -0.885417 0.0 1.0 0.4 0.386
H -3.363214 3.084046 -2.628008 0.5 -0.4 1.6 0.431
H -1.258911 0.645765 -2.763999 0.4 -0.1 -0.4 0.357
H -2.781139 1.084508 -3.356900 -1.0 -0.1 -1.1 0.484
H -2.547305 -0.416041 -2.310444 -0.4 0.5 -0.3 0.338
```
Positions in Å, forces in eV/Å.

Properties
Kohn-Sham gap: 7.3 eV
charge: +1
HOMO: -11.3074 eV


Below is a structure of composition C18H28As2CuO8Se2, with properties calculated with the ωB97M-V functional and the def2-TZVPD basis.

```
59
Properties=species:S:1:pos:R:3:forces:R:3:mulliken_charge:R:1
Cu 0.386712 -2.136135 -2.257662 -0.3 -0.3 0.0 -0.396
C -2.336720 -3.040876 -4.204582 0.1 -0.1 0.1 -0.984
Se -1.295316 -3.731837 -2.706063 0.0 0.1 0.0 0.228
C -2.521620 -3.324226 -1.219864 0.1 -0.1 -0.1 -0.036
C -3.264567 -2.012163 -1.342739 0.2 0.3 0.1 -0.958
Se -2.144987 -0.404167 -1.114667 0.0 -0.2 -0.1 0.175
C -2.927012 0.195669 0.569828 0.0 -0.1 -0.1 -0.704
H -3.324772 -3.492560 -4.188023 0.0 0.0 0.0 0.366
H -1.803728 -3.361510 -5.095914 0.0 0.0 0.0 0.353
H -2.392859 -1.957681 -4.172037 0.0 0.0 0.0 0.294
H -1.875141 -3.362127 -0.343022 -0.1 0.0 0.0 -0.347
H -3.230643 -4.151292 -1.171038 0.0 0.0 0.0 0.526
H -4.021045 -1.944739 -0.561734 0.0 0.0 0.0 0.477
H -3.762213 -1.927390 -2.305807 -0.1 0.0 0.1 0.451
H -3.932243 0.561095 0.380875 0.0 0.0 0.1 0.407
H -2.302182 1.000601 0.946628 0.0 0.0 0.0 0.010
H -2.930173 -0.621854 1.283999 0.0 0.0 0.1 0.254
C 0.592569 1.715688 -4.597685 0.0 -0.1 -0.1 -0.730
O 0.785655 1.728210 -3.171573 0.0 0.2 0.2 -0.213
C 1.131044 0.604419 -2.607329 0.0 -0.2 -0.3 0.305
O 1.152702 -0.456247 -3.238201 0.0 0.2 -0.1 -0.811
C 1.387886 0.644757 -1.142628 0.1 0.2 0.2 0.391
C 1.665740 1.738345 -0.426442 0.0 -0.2 0.0 0.726
As 1.674615 1.878221 1.552030 0.1 0.1 0.0 -0.157
C -0.048051 2.850482 1.639160 0.0 0.1 0.0 -1.018
C 0.875017 0.155010 2.107478 0.1 -0.3 -0.3 0.960
C 0.744446 -0.946822 1.359106 -0.2 0.1 0.2 -0.064
As 1.494081 -1.171113 -0.424074 0.1 0.3 0.1 1.575
C 3.400127 -1.178922 -0.030486 0.0 -0.1 0.0 -1.181
C 0.242944 -2.318846 1.712607 0.3 -0.4 0.0 -0.007
O 0.863940 -3.275668 1.291720 0.0 0.2 0.2 -0.631
O -0.894429 -2.410029 2.361603 -0.3 0.4 0.1 -0.114
C -1.301931 -3.720939 2.784955 0.0 -0.2 0.0 -0.760
C 0.584101 0.177260 3.588275 -0.2 0.0 0.3 0.253
O 0.064543 -0.675157 4.251611 0.1 -0.2 -0.2 -0.574
O 1.034717 1.329048 4.113421 0.0 0.0 -0.1 -0.308
C 0.894344 1.464942 5.537118 -0.1 -0.1 0.1 -0.741
C 2.171359 3.026966 -1.025705 -0.1 0.4 -0.3 -0.204
O 2.825177 3.115935 -2.026878 0.0 -0.2 0.1 -0.545
O 1.905609 4.058729 -0.212698 -0.1 -0.1 0.1 -0.213
C 2.464791 5.334859 -0.566825 0.1 0.0 -0.1 -0.818
H 0.395024 2.744959 -4.873230 0.0 0.0 0.0 0.246
H -0.246271 1.072839 -4.857810 0.0 0.0 0.0 0.260
H 1.492220 1.352014 -5.089116 0.0 0.0 0.0 0.349
H 0.139199 3.917076 1.722326 0.1 0.0 0.0 0.360
H -0.593101 2.521423 2.521609 0.0 0.0 0.0 0.424
H -0.639506 2.662577 0.743964 0.0 0.0 0.0 0.282
H 3.674223 -0.312984 0.569580 0.0 0.0 0.0 0.361
H 3.947787 -1.161896 -0.971669 0.0 0.0 0.0 0.438
H 3.641102 -2.095217 0.505343 0.0 0.0 0.0 0.387
H -1.958192 -3.567750 3.635392 0.0 0.0 0.0 0.250
H -0.436638 -4.314781 3.067505 0.0 0.0 0.0 0.353
H -1.834905 -4.227391 1.980113 0.0 0.0 0.0 0.251
H 1.206975 2.475253 5.776594 0.0 0.0 0.0 0.258
H 1.526845 0.736555 6.041360 0.0 0.0 0.0 0.302
H -0.138686 1.295665 5.833219 0.0 0.0 0.0 0.325
H 2.566146 5.889043 0.360840 0.0 0.0 0.0 0.260
H 1.794053 5.855898 -1.247550 0.0 0.0 0.0 0.297
H 3.431236 5.198780 -1.045206 0.0 0.0 0.0 0.362
```
Positions in Å, forces in eV/Å.

Properties
Kohn-Sham gap: 7.9 eV
charge: +1
HOMO: -11.2759 eV


Below is a structure of composition C18H28CeNS, with properties calculated with the ωB97M-V functional and the def2-TZVPD basis.

```
49
Properties=species:S:1:pos:R:3:forces:R:3:mulliken_charge:R:1
C 1.367818 2.078265 -0.961599 2.6 1.3 1.4 -0.107
H 2.298733 2.655784 -0.925619 -0.2 0.1 -0.3 0.594
H 1.541610 1.350900 -1.806109 -0.1 0.2 0.7 -0.006
H 1.463698 1.571460 0.152782 1.5 2.7 -2.4 -0.101
C 0.183945 3.026972 -1.177780 -0.5 0.1 0.1 -0.277
H -0.726437 2.483317 -1.520321 0.3 0.2 0.0 0.283
H -0.083704 3.500048 -0.226391 0.0 -0.1 0.0 0.362
C 0.496442 4.151822 -2.185656 0.0 -0.1 -0.1 -1.450
H -0.368624 4.805900 -2.327520 0.0 -0.2 0.1 0.395
H 1.316478 4.782063 -1.835156 0.0 -0.2 0.1 0.398
H 0.772416 3.762102 -3.168250 0.0 -0.1 0.1 0.347
C -1.007313 -2.071169 -0.321859 0.2 -0.5 -1.4 0.243
C -1.659172 -1.226880 -1.283023 0.8 -1.3 -0.6 0.788
C -0.697569 -0.889347 -2.298799 0.0 -1.2 0.5 0.628
C 0.557862 -1.508571 -1.948663 -1.3 -0.6 0.2 0.268
C 0.354669 -2.258189 -0.737282 -0.9 -0.3 -0.7 0.423
C 1.323079 -3.196478 -0.099824 0.3 -0.3 0.2 -1.307
C 1.818311 -1.441323 -2.742428 0.3 0.0 -0.2 -1.433
C -0.953756 -0.081082 -3.524605 0.0 0.3 -0.3 -1.266
C -3.100749 -0.851802 -1.252779 -0.3 0.3 0.0 -1.663
C -1.665071 -2.731333 0.845180 -0.1 0.1 0.4 -1.306
Ce 0.102577 0.201130 -0.206849 -2.7 -0.8 2.3 0.513
H 2.674068 -1.794029 -2.155894 -0.1 0.1 -0.2 0.358
H 1.742503 -2.077665 -3.636394 0.0 0.2 0.2 0.370
H 2.035607 -0.421312 -3.089367 0.0 -0.2 -0.1 0.281
H 2.340732 -3.021251 -0.461806 -0.1 -0.1 0.2 0.357
H 1.331673 -3.093647 0.992281 0.0 -0.1 -0.3 0.310
H 1.064479 -4.242526 -0.330309 0.0 0.3 0.0 0.357
H -2.517910 -2.141571 1.206548 0.1 -0.2 0.0 0.309
H -2.049258 -3.730302 0.578339 0.2 0.3 0.1 0.347
H -0.965546 -2.866454 1.682210 -0.1 -0.1 -0.2 0.318
H -3.294576 0.034965 -1.865263 -0.1 -0.2 0.1 0.401
H -3.726416 -1.668157 -1.644434 0.2 0.2 0.1 0.372
H -3.438385 -0.647316 -0.229005 -0.1 0.0 -0.2 0.390
H -0.186015 0.691346 -3.680981 -0.2 -0.1 -0.1 0.297
H -0.948417 -0.726454 -4.416525 0.0 0.2 0.2 0.351
H -1.931631 0.410534 -3.476953 0.2 -0.1 -0.1 0.325
S 1.997273 -0.387538 1.776415 0.3 -0.3 -0.3 -0.327
C 1.100304 0.213914 3.105731 -0.6 -0.5 0.7 0.392
N 0.245384 -0.645407 3.768518 0.0 0.7 0.2 -0.058
C -0.516361 -0.272464 4.842090 0.6 0.5 -0.5 -0.248
C -0.429373 1.027840 5.304754 -0.2 -0.3 0.1 -0.552
C 0.453031 1.925904 4.682558 0.1 -0.3 -0.1 -0.257
C 1.222607 1.511372 3.600574 -0.3 0.2 0.1 -0.461
H 0.202581 -1.611703 3.442611 0.1 0.3 0.1 0.259
H -1.160662 -1.037299 5.262647 0.1 0.1 0.0 0.445
H -1.041355 1.337248 6.151659 0.2 -0.1 -0.3 0.423
H 0.537657 2.947736 5.051974 0.0 -0.3 -0.1 0.438
H 1.922777 2.170623 3.090555 -0.2 -0.1 0.3 0.477
```
Positions in Å, forces in eV/Å.

Properties
Kohn-Sham gap (spin up / spin down): 7.8 / 7.8 eV
charge: +2
⟨S²⟩: 0.751
multiplicity: 2
HOMO (spin up / spin down): -14.6577 / -14.6240 eV


Below is the molecule C18H28ClN3O2S, with properties calculated with the ωB97M-V functional and the def2-TZVPD basis.

```
53
Properties=species:S:1:pos:R:3:forces:R:3:mulliken_charge:R:1
C -3.824244 -3.433540 1.291106 -0.1 0.3 -0.2 -1.051
C -4.495809 -2.285449 0.528733 0.0 -0.2 0.1 -0.705
N -3.630326 -1.222798 0.060322 0.1 0.1 0.0 -0.011
C -2.969573 -0.472564 1.105036 -0.1 0.3 -0.1 -0.986
C -2.332017 0.780341 0.499956 -0.1 -0.1 0.3 -0.656
N -1.364895 0.375258 -0.496505 -0.2 0.1 0.0 0.882
C -0.350619 1.315413 -0.948751 0.2 0.1 -0.2 -0.723
C -0.749060 2.795796 -1.090180 -0.1 -0.2 0.2 -1.289
C -0.635561 3.632300 0.182707 0.2 0.1 -0.2 -0.495
C 0.733470 3.454721 0.829440 -0.3 -0.1 0.2 -0.754
C 0.971473 1.988729 1.172521 0.2 0.1 -0.3 -0.987
C 0.934533 1.132074 -0.092458 0.0 0.4 -0.1 -0.201
N 1.079126 -0.267778 0.261989 0.6 -0.7 -0.4 -0.250
S 1.741326 -1.243542 -0.916675 0.1 0.2 0.6 1.621
O 1.328017 -2.584468 -0.624696 0.0 0.0 0.2 -0.777
O 1.519936 -0.733313 -2.243880 0.2 0.2 0.1 -0.693
C 3.477019 -1.053746 -0.522628 -0.5 0.0 -0.3 -0.185
C 3.950545 -1.606893 0.651549 0.1 -0.1 0.1 -0.350
C 5.279302 -1.439998 0.998420 -0.1 0.0 -0.1 -0.785
C 6.111488 -0.712998 0.156480 -0.3 0.0 -0.2 0.451
Cl 7.767248 -0.498578 0.584837 0.2 0.0 0.1 -0.207
C 5.636309 -0.158528 -1.023772 0.1 -0.1 0.1 -0.825
C 4.304796 -0.334227 -1.361262 -0.1 0.0 -0.1 -0.123
C -2.025529 -0.375160 -1.546655 0.0 -0.4 -0.1 -1.087
C -2.661763 -1.623989 -0.940597 0.0 0.2 -0.2 -0.674
H -4.571710 -4.175106 1.561114 0.0 -0.1 0.1 0.417
H -3.355429 -3.071863 2.203087 0.1 0.0 0.1 0.282
H -3.068088 -3.914808 0.676195 0.1 -0.1 0.0 0.290
H -5.252469 -1.822816 1.170595 0.0 -0.1 -0.1 0.394
H -5.005720 -2.690456 -0.350408 -0.1 0.0 0.1 0.398
H -3.711815 -0.180932 1.852564 0.0 0.0 0.0 0.479
H -2.176558 -1.059534 1.603552 0.0 0.0 0.0 0.287
H -1.833331 1.334483 1.293373 0.0 0.0 0.0 0.335
H -3.131780 1.406846 0.069729 0.1 0.0 0.1 0.276
H -0.071912 0.967329 -1.948573 -0.1 0.1 0.2 0.626
H -0.087621 3.235621 -1.840275 0.0 0.0 -0.1 0.439
H -1.766942 2.849080 -1.481565 0.0 0.0 -0.1 0.332
H -1.412431 3.360020 0.896913 -0.1 0.0 0.0 0.249
H -0.786831 4.683159 -0.075614 -0.1 0.0 0.1 0.396
H 0.799166 4.061781 1.734483 0.1 0.0 0.0 0.415
H 1.509301 3.793952 0.139320 0.1 0.1 0.0 0.348
H 0.211793 1.638064 1.871496 0.0 0.0 0.1 0.330
H 1.944034 1.860648 1.651662 0.0 -0.1 0.1 0.285
H 1.797844 1.390658 -0.714793 -0.1 0.2 0.0 0.630
H 0.158473 -0.631531 0.504583 -0.1 -0.2 -0.1 0.349
H 3.271783 -2.168664 1.272073 0.0 -0.1 0.2 0.437
H 5.672331 -1.865938 1.908087 0.0 0.0 0.1 0.412
H 6.300909 0.398525 -1.665168 0.1 0.0 0.0 0.411
H 3.896647 0.070196 -2.274134 0.0 0.1 -0.1 0.495
H -1.284216 -0.680139 -2.287301 0.0 0.0 0.0 0.530
H -2.808888 0.223666 -2.042145 0.0 -0.1 0.0 0.243
H -3.176313 -2.188362 -1.721106 0.0 0.0 0.0 0.477
H -1.855438 -2.250927 -0.522780 0.0 0.0 -0.1 0.293
```
Positions in Å, forces in eV/Å.

Properties
Kohn-Sham gap: 9.0 eV
SMILES: CCN1CCN([C@H]2CCCC[C@H]2NS(=O)(=O)c2ccc(Cl)cc2)CC1
HOMO: -8.4112 eV


F_max for every record listed, in sequence, given in eV/Å: 6.8, 2.6, 0.5, 3.9, 1.0.